## 1
{
  "formula": "C44H58F12N5OSSbSi3Y",
  "method": "ωB97M-V/def2-TZVPD",
  "homo_lumo_gap_ha": 0.2406,
  "charge": -1,
  "lumo_ev": 1.86,
  "spin_multiplicity": 1,
  "elements": ["Y", "C", "N", "C", "C", "N", "C", "C", "F", "C", "F", "C", "F", "C", "F", "C", "F", "C", "C", "N", "C", "C", "F", "C", "F", "C", "F", "C", "F", "C", "F", "H", "H", "H", "H", "H", "H", "H", "H", "H", "H", "H", "C", "Sb", "C", "C", "C", "C", "C", "C", "N", "Si", "C", "C", "C", "C", "C", "C", "C", "C", "C", "N", "Si", "C", "C", "C", "Si", "C", "C", "C", "H", "H", "H", "H", "H", "H", "H", "H", "H", "H", "H", "H", "H", "H", "H", "H", "H", "H", "H", "H", "H", "H", "H", "H", "H", "H", "H", "H", "H", "H", "H", "H", "H", "H", "H", "H", "H", "H", "F", "C", "F", "H", "O", "S", "C", "C", "C", "C", "H", "H", "H", "H", "H", "H", "H", "H"],
  "xyz": [[1.62155, -0.56118, 0.09722], [0.84705, 2.89225, 1.66358], [2.00690, 2.01890, 1.54778], [2.49575, 1.74198, 2.89898], [3.53112, 0.64265, 2.99113], [3.13199, -0.54581, 2.25496], [3.91587, -1.62564, 2.50824], [5.16166, -1.72077, 3.16643], [5.82906, -0.62440, 3.60972], [5.82706, -2.92541, 3.35254], [7.01338, -2.92034, 3.98684], [5.31454, -4.11938, 2.89591], [5.96540, -5.28209, 3.09217], [4.09481, -4.08537, 2.23447], [3.54158, -5.22048, 1.78603], [3.45381, -2.88659, 2.07369], [2.25098, -2.88125, 1.44835], [3.02939, 2.71480, 0.75792], [3.97461, 1.78244, 0.03009], [3.17371, 0.94988, -0.85606], [3.71486, 0.76971, -2.09103], [2.83059, 0.45390, -3.14670], [1.53616, 0.28700, -2.78296], [3.18884, 0.29060, -4.46083], [2.26442, 0.02991, -5.39674], [4.52479, 0.41505, -4.81701], [4.91139, 0.27695, -6.09908], [5.44380, 0.67923, -3.82208], [6.74581, 0.76636, -4.14044], [5.05958, 0.83746, -2.49808], [6.05662, 0.99821, -1.60246], [1.10865, 3.84802, 2.14920], [0.06209, 2.40414, 2.24133], [0.44846, 3.09519, 0.67386], [1.62969, 1.48529, 3.50421], [2.92034, 2.66565, 3.33039], [3.64693, 0.42819, 4.06684], [4.50383, 1.04070, 2.68411], [3.57636, 3.42570, 1.39870], [2.51062, 3.29781, -0.00593], [4.58916, 1.19736, 0.71593], [4.66330, 2.42270, -0.52980], [-3.40226, -0.46945, 1.35988], [-1.68309, 0.42004, 0.38343], [-0.71061, -1.18492, -0.74864], [-0.97345, -2.52484, -0.13171], [0.02685, -3.51320, -0.15507], [-0.19340, -4.75624, 0.39731], [-1.42961, -5.02665, 0.97310], [-2.37578, -4.01921, 0.93189], [-2.17482, -2.82028, 0.39285], [-0.91167, -1.62695, -2.58034], [-1.40012, -0.21214, -3.73057], [-2.10494, -3.09062, -2.85507], [0.61592, -2.42845, -3.36849], [-2.86350, 1.81335, -0.93954], [-1.86569, 2.42603, -1.88711], [-2.24618, 3.33128, -2.88821], [-1.28273, 3.99088, -3.62404], [0.05599, 3.76735, -3.33678], [0.35463, 2.86093, -2.33744], [-0.56973, 2.19017, -1.64850], [-4.46331, 1.03204, -1.63536], [-5.88851, 1.19212, -0.40457], [-5.05489, 1.76050, -3.27535], [-4.37877, -0.79882, -1.97185], [-3.36165, 3.33883, 0.12036], [-4.05865, 2.93796, 1.82122], [-1.91578, 4.48359, 0.48189], [-4.59256, 4.46803, -0.77539], [-3.00615, -1.20433, 2.05383], [-4.08450, -0.99199, 0.69897], [-3.92203, 0.30999, 1.91678], [0.98740, -3.31913, -0.60804], [0.59967, -5.49433, 0.38402], [-1.65969, -5.98274, 1.42427], [-3.36658, -4.18898, 1.34799], [-1.69611, -0.65454, -4.68707], [-0.56743, 0.46409, -3.91815], [-2.23776, 0.38266, -3.37175], [-2.97696, -3.15934, -2.21299], [-1.52624, -4.00849, -2.72000], [-2.43617, -3.07210, -3.89886], [1.38979, -1.74249, -3.70424], [0.26703, -2.97974, -4.24769], [1.08090, -3.16243, -2.71026], [-3.29099, 3.52361, -3.06887], [-1.57391, 4.68587, -4.40230], [0.85052, 4.27015, -3.87067], [1.38186, 2.64807, -2.06452], [-6.11734, 2.19368, -0.04801], [-5.72134, 0.54848, 0.46030], [-6.77981, 0.81733, -0.91750], [-5.38424, 2.79911, -3.24693], [-5.91052, 1.15284, -3.58596], [-4.29179, 1.66252, -4.04969], [-3.72593, -1.34209, -1.29126], [-4.05217, -1.00853, -2.98904], [-5.38654, -1.21268, -1.86119], [-3.31364, 2.43095, 2.43753], [-4.97166, 2.34734, 1.82533], [-4.27489, 3.89972, 2.29782], [-1.34901, 4.15796, 1.35177], [-2.33863, 5.46532, 0.71763], [-1.22918, 4.61464, -0.35521], [-5.30612, 3.97333, -1.42907], [-4.05273, 5.21165, -1.36512], [-5.16537, 5.01140, -0.01759], [3.08637, -3.44798, -1.10034], [3.17960, -2.03630, -1.12447], [4.36447, -1.78183, -0.38250], [3.47889, -1.83741, -2.16252], [0.26485, -1.27876, 2.04300], [0.49922, -0.86476, 3.46958], [1.11539, -2.32362, 4.37343], [0.01727, -2.79608, 5.32478], [-0.85271, -1.57802, 5.63183], [-1.12238, -0.95495, 4.27011], [2.02460, -2.00785, 4.88480], [1.38830, -3.04999, 3.61090], [0.43673, -3.25099, 6.22219], [-0.59304, -3.55243, 4.82701], [-0.31664, -0.87626, 6.27773], [-1.78139, -1.84191, 6.13844], [-1.55746, 0.04285, 4.28480], [-1.74197, -1.61115, 3.65768]]
}

***

## 2
{
  "formula": "C44H58F12N5OSSbSi3Y",
  "method": "ωB97M-V/def2-TZVPD",
  "homo_lumo_gap_ha": 0.2337,
  "charge": -1,
  "lumo_ev": 1.95,
  "spin_multiplicity": 1,
  "elements": ["Y", "C", "N", "C", "C", "N", "C", "C", "F", "C", "F", "C", "F", "C", "F", "C", "F", "C", "C", "N", "C", "C", "F", "C", "F", "C", "F", "C", "F", "C", "F", "H", "H", "H", "H", "H", "H", "H", "H", "H", "H", "H", "C", "Sb", "C", "C", "C", "C", "C", "C", "N", "Si", "C", "C", "C", "C", "C", "C", "C", "C", "C", "N", "Si", "C", "C", "C", "Si", "C", "C", "C", "H", "H", "H", "H", "H", "H", "H", "H", "H", "H", "H", "H", "H", "H", "H", "H", "H", "H", "H", "H", "H", "H", "H", "H", "H", "H", "H", "H", "H", "H", "H", "H", "H", "H", "H", "H", "H", "H", "F", "C", "F", "H", "O", "S", "C", "C", "C", "C", "H", "H", "H", "H", "H", "H", "H", "H"],
  "xyz": [[-0.10516, -0.42084, -0.01166], [-2.06187, -0.09113, 3.46389], [-2.14456, 0.18791, 2.02353], [-2.19404, 1.64781, 1.87614], [-2.59624, 2.12312, 0.50218], [-1.89032, 1.41466, -0.54947], [-2.22143, 1.79958, -1.79286], [-3.14083, 2.77483, -2.26326], [-3.91913, 3.49878, -1.42375], [-3.30786, 3.06827, -3.60733], [-4.19205, 4.01079, -3.95592], [-2.58523, 2.43627, -4.59835], [-2.75448, 2.74459, -5.89422], [-1.67587, 1.47250, -4.20071], [-0.92424, 0.83134, -5.10368], [-1.53614, 1.19398, -2.86727], [-0.62002, 0.26165, -2.51582], [-3.34336, -0.50332, 1.50752], [-2.91808, -1.86825, 0.99087], [-2.14913, -1.73116, -0.23887], [-2.90127, -1.77390, -1.37471], [-4.30303, -1.61599, -1.53274], [-5.13377, -1.34990, -0.49114], [-4.95492, -1.66969, -2.75535], [-6.28233, -1.49778, -2.79025], [-4.27188, -1.87579, -3.92991], [-4.90528, -1.92914, -5.11159], [-2.90319, -2.04449, -3.84081], [-2.19506, -2.26874, -4.95399], [-2.26852, -2.00768, -2.62214], [-0.95120, -2.20627, -2.63584], [-2.89677, 0.39990, 3.98538], [-2.14939, -1.16064, 3.64392], [-1.12374, 0.27266, 3.88005], [-2.89224, 2.08403, 2.60751], [-1.20264, 2.02579, 2.14075], [-3.68256, 2.02062, 0.40203], [-2.40883, 3.20434, 0.48457], [-4.11418, -0.55633, 2.28850], [-3.75460, 0.05700, 0.67632], [-2.29694, -2.34243, 1.75530], [-3.77470, -2.53349, 0.87387], [3.40688, 1.31886, 4.30876], [1.53495, 1.19023, 3.24405], [1.95939, -0.31741, 1.73181], [3.40226, -0.38389, 1.28038], [3.80296, -0.68108, -0.03471], [5.13660, -0.86580, -0.34615], [6.10044, -0.74748, 0.64690], [5.64109, -0.48063, 1.92219], [4.35760, -0.32044, 2.23256], [1.87386, -1.94834, 2.72901], [2.86812, -3.34880, 1.92799], [0.14316, -2.63485, 2.88352], [2.56218, -1.91208, 4.49224], [1.50326, 3.42711, 2.82902], [0.68327, 3.86654, 1.64509], [-0.02639, 5.08244, 1.67073], [-0.64560, 5.55611, 0.53340], [-0.56308, 4.80882, -0.63254], [0.09846, 3.59859, -0.56017], [0.69628, 3.11841, 0.53636], [3.21845, 4.15101, 2.43613], [4.15457, 3.03473, 1.26162], [4.25827, 4.54187, 3.95860], [3.06735, 5.78416, 1.50246], [0.67662, 4.15538, 4.40375], [1.30403, 3.55078, 6.07037], [0.83618, 6.04653, 4.55426], [-1.15746, 3.76086, 4.41194], [3.66340, 0.32458, 4.66235], [3.31625, 1.99766, 5.14653], [4.20830, 1.64242, 3.64799], [3.06223, -0.80718, -0.79945], [5.41856, -1.12035, -1.36348], [7.15594, -0.88319, 0.45094], [6.34230, -0.40367, 2.75146], [2.24228, -3.97578, 1.28888], [3.23686, -3.97482, 2.74890], [3.73636, -3.02869, 1.34814], [-0.37183, -2.73111, 1.92124], [-0.46339, -2.04698, 3.56937], [0.20863, -3.65274, 3.28428], [3.61815, -1.64075, 4.49379], [2.47493, -2.93829, 4.87151], [2.02340, -1.26039, 5.18777], [-0.06408, 5.67834, 2.57264], [-1.18123, 6.49794, 0.55691], [-1.02392, 5.12124, -1.56044], [0.12843, 2.96834, -1.43489], [4.43709, 2.07318, 1.69441], [5.06478, 3.53800, 0.91657], [3.51666, 2.82575, 0.39878], [4.57869, 3.66263, 4.51826], [3.72691, 5.20761, 4.64531], [5.15476, 5.07645, 3.62517], [2.60146, 5.64787, 0.52179], [4.09002, 6.14521, 1.33875], [2.51540, 6.57012, 2.02376], [2.32758, 3.86364, 6.28488], [1.21830, 2.47579, 6.22641], [0.65242, 4.04158, 6.80458], [1.66294, 6.47784, 3.98500], [0.99891, 6.29703, 5.60763], [-0.08083, 6.55667, 4.24373], [-1.32450, 2.69494, 4.59531], [-1.67444, 4.02798, 3.48761], [-1.61866, 4.32021, 5.23359], [1.52359, -2.14823, -2.14887], [1.13793, -2.37540, -0.77540], [0.50655, -3.62463, -0.80422], [2.10602, -2.59909, -0.31882], [1.52933, 0.76244, -1.25039], [1.87050, 1.32291, -2.61030], [3.52401, 2.03834, -2.45327], [4.24709, 1.80604, -3.78889], [3.39519, 0.84850, -4.65082], [2.51365, 0.04557, -3.70710], [3.97351, 1.49549, -1.62079], [3.43111, 3.08421, -2.16695], [5.22517, 1.36818, -3.58822], [4.42142, 2.74533, -4.31107], [4.01523, 0.18269, -5.25051], [2.77479, 1.41440, -5.34950], [3.07108, -0.66273, -3.09374], [1.68151, -0.47579, -4.17648]]
}

***

1 is favored, and the nearest alternative lies 0.660 eV above it.

***

## 1
{
  "formula": "C2H10O3",
  "method": "ωB97M-V/def2-TZVPD",
  "homo_lumo_gap_ha": 0.3967,
  "smiles": "CCO.O.O",
  "lumo_ev": 0.70,
  "spin_multiplicity": 1,
  "elements": ["C", "C", "O", "H", "H", "H", "H", "H", "H", "O", "H", "H", "O", "H", "H"],
  "xyz": [[0.04574, -0.89785, 0.72268], [-0.67209, -0.37756, -0.51755], [-1.94137, -1.14407, -0.72987], [0.55230, -1.90746, 0.54068], [0.83727, -0.20586, 0.86827], [-0.53326, -0.88805, 1.60320], [-0.04001, -0.29088, -1.39613], [-1.06769, 0.64293, -0.37648], [-2.10135, -1.17228, -1.69000], [-2.69316, 2.55674, 0.60850], [-3.05525, 1.79748, 1.04350], [-3.04328, 3.26466, 1.23819], [4.58779, -0.74025, -0.40026], [5.20850, -0.58934, -1.04342], [3.91586, -0.04819, -0.47130]]
}

***

## 2
{
  "formula": "C2H10O3",
  "method": "ωB97M-V/def2-TZVPD",
  "homo_lumo_gap_ha": 0.3855,
  "smiles": "C=C.O.O.O",
  "lumo_ev": 0.49,
  "spin_multiplicity": 1,
  "elements": ["C", "C", "H", "H", "H", "H", "O", "H", "H", "O", "H", "H", "O", "H", "H"],
  "xyz": [[-3.85357, 1.64452, 0.47058], [-3.35424, 0.42973, 0.25277], [-4.20395, 2.16349, -0.41095], [-3.88118, 1.99706, 1.49293], [-3.03440, 0.15488, -0.73382], [-3.21386, -0.25476, 1.07865], [2.25892, -1.21906, 0.87391], [1.46412, -1.75930, 0.89465], [2.85556, -1.75909, 0.34378], [2.97234, -2.65681, -1.58620], [3.08552, -3.33175, -2.26134], [3.76784, -2.10775, -1.61722], [2.01145, 2.35722, 0.61600], [1.20588, 2.84176, 0.41188], [1.91957, 1.49986, 0.17440]]
}

***

1 is favored, and the nearest alternative lies 0.342 eV above it.

***

## 1
{
  "formula": "C6H10N",
  "method": "ωB97M-V/def2-TZVPD",
  "homo_lumo_gap_ha": 0.4026,
  "charge": 1,
  "smiles": "C#CCCC(=C)[NH3+]",
  "lumo_ev": -3.37,
  "spin_multiplicity": 1,
  "elements": ["C", "C", "C", "C", "C", "C", "N", "H", "H", "H", "H", "H", "H", "H", "H", "H", "H"],
  "xyz": [[-2.74094, -0.75336, -0.19878], [-1.80745, 0.00242, -0.20348], [-1.06487, 1.25102, -0.18718], [0.34212, 1.15503, 0.52961], [1.09835, -0.10144, 0.10700], [2.34078, -0.08302, -0.39813], [0.28982, -1.32835, 0.22052], [-3.30159, -1.60659, -0.01089], [-1.65083, 1.91836, 0.32517], [-0.89857, 1.34721, -1.19680], [1.02911, 1.97080, 0.15895], [0.27801, 1.19416, 1.60450], [2.98838, 0.78572, -0.42701], [2.72759, -0.92328, -0.86219], [0.33430, -1.89448, 1.07854], [0.70703, -2.01649, -0.53596], [-0.67124, -0.91771, -0.00386]]
}

***

## 2
{
  "formula": "C6H10N",
  "method": "ωB97M-V/def2-TZVPD",
  "homo_lumo_gap_ha": 0.3870,
  "charge": 1,
  "lumo_ev": -4.23,
  "spin_multiplicity": 1,
  "elements": ["C", "C", "C", "C", "C", "C", "N", "H", "H", "H", "H", "H", "H", "H", "H", "H", "H"],
  "xyz": [[1.58543, -0.55553, 1.06443], [1.14028, -1.58416, 0.32955], [0.26345, 0.00940, -1.87743], [0.18750, -0.47093, 0.69072], [-1.03963, -0.75414, 1.37757], [-0.60013, 1.77074, -0.55537], [-0.05587, 0.57442, -0.80563], [2.46763, -0.11109, 1.50511], [1.25127, -2.52937, -0.20562], [0.18817, 0.53136, -2.85745], [0.76238, -0.93189, -1.92656], [-0.89087, -1.65700, 1.86883], [-1.77636, -0.77810, 0.67502], [-1.27546, -0.14578, 2.27909], [-1.74851, 1.99616, -0.50763], [-0.22458, 2.43139, -1.43951], [-0.23471, 2.20453, 0.38488]]
}

***

## 3
{
  "formula": "C6H10N",
  "method": "ωB97M-V/def2-TZVPD",
  "homo_lumo_gap_ha": [0.2685, 0.2486],
  "charge": 1,
  "lumo_ev": [-5.61, -5.83],
  "spin_multiplicity": 1,
  "elements": ["C", "C", "C", "C", "C", "C", "N", "H", "H", "H", "H", "H", "H", "H", "H", "H", "H"],
  "xyz": [[-0.69616, 1.23781, -0.00503], [0.47246, 0.44945, -0.03717], [1.81421, 0.69080, -0.04354], [-0.15005, -0.75484, 0.32388], [2.77341, -0.39791, -0.06696], [-2.54514, -0.30984, -0.43791], [-1.52203, 0.06938, 0.44789], [-0.90509, 2.25178, -0.36972], [2.01459, 1.67260, -0.12536], [-0.02337, -1.45877, 1.15192], [3.78726, -0.29094, 0.11184], [2.68268, -0.90910, -1.01405], [2.38257, -1.18343, 0.67468], [-2.16898, -0.29357, -1.38743], [-2.92156, -1.25115, -0.23074], [-3.34588, 0.32728, -0.46483], [-1.64891, 0.15046, 1.47255]]
}

***

## 4
{
  "formula": "C6H10N",
  "method": "ωB97M-V/def2-TZVPD",
  "homo_lumo_gap_ha": 0.3821,
  "charge": 1,
  "smiles": "C[N@@H+]1C[C@]23C[C@]12C3",
  "lumo_ev": -3.53,
  "spin_multiplicity": 1,
  "elements": ["C", "N", "C", "C", "C", "C", "C", "H", "H", "H", "H", "H", "H", "H", "H", "H", "H"],
  "xyz": [[-0.61364, 1.79947, -0.19102], [-0.18730, 0.44903, -0.58092], [-1.04529, -0.70299, -0.20537], [0.16949, -1.51970, 0.35970], [1.35613, -1.47498, -0.55485], [1.09716, -0.17939, 0.02390], [0.78591, -0.74503, 1.41786], [-0.63124, 1.72130, 0.87325], [0.26298, 2.43328, -0.53722], [-1.56767, 1.93592, -0.77071], [-0.18502, 0.54091, -1.59949], [-1.67904, -0.92712, -1.02820], [-1.56103, -0.37238, 0.72356], [2.23347, -2.05393, 0.01193], [1.14112, -1.72953, -1.55735], [0.31371, -0.20936, 2.15529], [1.55912, -1.32902, 1.94982]]
}

***

1 is favored, and the nearest alternative lies 0.884 eV above it.